This record from the OMol25 dataset describes C30H57Br9HgN3O3 as an isolated structure. The level of theory is ωB97M-V with the def2-TZVPD basis set.

## Properties
F_max = 3.054 eV/Å
Frontier orbital gap = 4.1 eV
Total energy = -677197.7773 eV
ΔE to the lowest compared entry with this formula, charge and spin = 23.6 kJ/mol

```
! RIJCOSX wB97M-V def2-TZVPD def2/J DEFGRID3
* xyz -1 1
Hg -0.65 -0.41 -0.50
C 0.33 -1.90 -3.02
C -0.62 -3.02 -2.55
C 0.33 -4.03 -1.87
C -0.43 -5.02 -1.00
C -1.16 -4.17 0.05
C -2.24 -3.21 -0.54
N -1.62 -2.45 -1.63
O -2.40 -1.44 -2.21
C -2.75 -2.38 0.61
C -3.34 -4.10 -1.13
C -1.27 -3.67 -3.76
H 1.16 -2.31 -3.60
H 0.76 -1.36 -2.17
H -0.17 -1.06 -3.52
H 1.13 -3.61 -1.27
H 0.89 -4.57 -2.65
H 0.26 -5.76 -0.58
H -1.14 -5.58 -1.61
H -0.39 -3.65 0.62
H -1.64 -4.88 0.74
H -3.36 -1.51 0.33
H -1.85 -2.01 1.12
H -3.34 -2.96 1.32
H -4.09 -3.43 -1.55
H -3.74 -4.80 -0.40
H -2.96 -4.74 -1.93
H -2.07 -3.03 -4.16
H -1.91 -4.55 -3.60
H -0.54 -4.00 -4.50
C 2.47 0.89 -0.98
C 2.59 0.82 0.54
C 2.73 2.29 0.98
C 2.71 2.29 2.49
C 1.28 1.90 2.94
C 0.86 0.51 2.42
N 1.39 0.19 1.09
O 1.18 -1.15 0.66
C -0.67 0.53 2.44
C 1.42 -0.50 3.45
C 3.87 0.07 0.89
H 2.42 -0.10 -1.44
H 3.26 1.45 -1.50
H 1.57 1.44 -1.28
H 1.89 2.90 0.63
H 3.70 2.72 0.72
H 2.95 3.28 2.89
H 3.43 1.62 2.95
H 0.65 2.72 2.58
H 1.33 2.10 4.02
H -1.09 -0.43 2.12
H -1.06 1.40 1.91
H -1.00 0.50 3.48
H 2.47 -0.27 3.62
H 1.44 -1.47 2.96
H 0.90 -0.65 4.40
H 4.81 0.52 0.56
H 3.91 -0.90 0.37
H 4.01 -0.24 1.93
C -0.14 2.87 -4.05
C -0.84 3.39 -2.79
C -1.88 4.39 -3.26
C -2.90 4.80 -2.24
C -3.58 3.63 -1.55
C -2.54 2.58 -1.06
N -1.59 2.31 -2.13
O -0.85 1.14 -2.04
C -3.41 1.34 -0.79
C -1.86 3.06 0.23
C 0.24 4.05 -1.91
H 0.69 2.20 -3.82
H 0.40 3.65 -4.60
H -0.84 2.36 -4.71
H -2.38 4.10 -4.20
H -1.42 5.32 -3.61
H -3.71 5.31 -2.77
H -2.46 5.41 -1.44
H -4.29 3.23 -2.28
H -4.26 3.97 -0.76
H -2.82 0.46 -0.54
H -4.01 1.09 -1.67
H -4.16 1.57 -0.03
H -1.71 4.14 0.19
H -0.83 2.69 0.24
H -2.40 2.73 1.12
H -0.17 4.83 -1.26
H 1.00 4.59 -2.48
H 0.76 3.31 -1.30
C 4.13 -4.47 0.08
Br 3.61 -4.91 -1.75
Br 5.65 -3.31 0.12
Br 4.32 -6.09 1.11
H 3.31 -3.90 0.50
C -0.27 4.79 5.88
Br 1.47 5.44 6.45
Br -1.48 6.15 5.17
Br -1.15 3.70 7.26
H -0.02 4.15 5.05
C 3.26 -4.29 4.57
Br 3.83 -2.80 3.43
Br 1.55 -4.97 3.90
Br 3.13 -3.80 6.43
H 4.01 -5.05 4.43
*
```

Results of the Löwdin charge analysis, in e, for atoms 1 through 99: 1.250 -0.051 -0.502 -0.203 -0.176 -0.140 -0.529 -0.251 -0.299 -0.051 -0.037 -0.046 0.085 0.024 0.080 0.070 0.073 0.103 0.096 0.107 0.113 0.071 0.038 0.090 0.084 0.079 0.047 0.082 0.061 0.078 -0.056 -0.514 -0.133 -0.197 -0.143 -0.495 -0.214 -0.302 -0.049 -0.079 -0.055 0.070 0.090 0.046 0.108 0.121 0.107 0.098 0.106 0.111 0.047 0.039 0.090 0.031 0.019 0.083 0.087 0.032 0.038 -0.049 -0.507 -0.164 -0.201 -0.153 -0.495 -0.155 -0.301 -0.048 -0.037 -0.032 0.074 0.078 0.087 0.119 0.120 0.109 0.099 0.113 0.117 0.004 0.092 0.086 0.066 0.056 0.075 0.069 0.080 0.047 -1.612 0.621 0.591 0.552 -0.047 -1.584 0.548 0.549 0.531 -0.061 -1.560

---

This record from the OMol25 dataset describes a 2-piece molecular cluster, C30H57Cl2F4N2O4 overall. The level of theory is ωB97M-V with the def2-TZVPD basis set.

## Properties
F_max = 4.772 eV/Å
Frontier orbital gap = 9.1 eV
Total energy = -79106.2361 eV

```
! RIJCOSX wB97M-V def2-TZVPD def2/J DEFGRID3
* xyz 1 1
C -3.99 2.67 -1.73
C -2.51 2.21 -2.11
C -1.65 1.57 -0.86
C -2.55 1.39 0.40
C -0.63 0.45 -1.37
N 0.81 0.66 -1.14
C 1.40 0.74 0.15
Cl 1.62 -0.87 1.10
C 0.90 1.82 1.22
C 1.86 1.65 2.52
Cl 1.22 3.57 0.67
C 1.65 -0.01 -2.20
C 2.19 1.07 -3.23
C 1.40 2.48 -3.23
C 2.40 3.50 -4.03
F 0.19 2.47 -3.99
C 1.00 -1.36 -2.80
C 0.71 -1.40 -4.37
C -0.27 -0.38 -5.05
O -0.31 -0.44 -6.31
N -0.02 -2.01 -1.89
C -0.51 -3.35 -2.35
C 0.61 -4.50 -2.39
C 1.15 -4.93 -0.94
C 2.72 -5.29 -1.13
O 3.48 -4.06 -1.12
C 4.29 -3.91 -2.31
C -1.10 -1.12 -1.30
C -2.45 -1.11 -2.19
C -1.44 -1.70 0.14
C -2.86 -2.46 0.30
O -4.00 -1.59 0.52
C -4.15 -1.48 1.97
C -4.99 -0.17 2.40
F -5.74 0.38 1.35
F -4.10 0.80 2.96
F -5.81 -0.58 3.50
H -4.63 1.72 -1.60
H -4.07 3.36 -0.82
H -4.45 3.19 -2.65
H -2.60 1.49 -2.99
H -1.98 3.14 -2.53
H -0.96 2.47 -0.62
H -2.10 0.95 1.35
H -3.56 0.86 0.24
H -2.87 2.45 0.74
H -0.70 0.65 -2.52
H 2.51 1.06 0.00
H -0.15 1.67 1.61
H 1.41 0.99 3.32
H 1.94 2.70 2.98
H 2.93 1.36 2.23
H 2.57 -0.35 -1.59
H 3.26 1.37 -2.90
H 2.29 0.77 -4.32
H 1.30 2.94 -2.19
H 3.13 3.90 -3.24
H 3.02 2.91 -4.79
H 1.84 4.39 -4.47
H 1.88 -2.11 -2.76
H 1.74 -1.22 -4.86
H 0.43 -2.45 -4.75
H -1.00 0.37 -4.61
H 0.60 -2.24 -1.07
H -1.33 -3.77 -1.66
H -1.01 -3.33 -3.39
H 1.46 -4.20 -3.09
H 0.10 -5.41 -2.86
H 0.57 -5.87 -0.65
H 0.98 -4.15 -0.13
H 2.78 -5.81 -2.15
H 3.00 -5.98 -0.26
H 3.70 -3.30 -3.08
H 5.24 -3.31 -2.08
H 4.63 -4.90 -2.77
H -3.26 -0.48 -1.66
H -2.32 -0.62 -3.21
H -2.91 -2.13 -2.38
H -1.37 -0.96 1.01
H -0.72 -2.54 0.50
H -3.10 -3.18 -0.54
H -2.78 -3.11 1.25
H -3.14 -1.39 2.51
H -4.77 -2.38 2.34
C -0.05 4.18 6.92
C 0.84 3.51 5.89
O 2.22 3.65 6.16
C 2.69 3.06 7.37
C 2.50 1.56 7.43
H 0.26 5.21 7.09
H -1.09 4.17 6.59
H 0.00 3.66 7.88
H 0.67 3.99 4.92
H 0.58 2.45 5.76
H 2.22 3.55 8.23
H 3.76 3.29 7.43
H 1.44 1.29 7.48
H 3.00 1.14 8.30
H 2.91 1.08 6.53
*
```

Charge distribution, Löwdin scheme, values in e: -0.120 -0.199 -0.250 -0.104 -0.162 -0.117 -0.604 0.622 -0.625 -0.186 0.594 -0.178 -0.068 -0.294 -0.051 -0.068 -0.157 -0.079 -0.189 0.013 -0.020 -0.128 -0.150 -0.139 -0.206 -0.225 -0.108 -0.270 0.000 -0.096 -0.201 -0.169 -0.069 -0.369 0.104 0.046 0.059 0.081 0.085 0.092 0.087 0.118 0.109 0.063 0.071 0.110 0.119 0.131 0.092 0.075 0.063 0.085 0.146 0.142 0.119 0.109 0.090 0.085 0.092 0.137 0.145 0.138 0.110 0.122 0.140 0.146 0.101 0.137 0.125 0.101 0.127 0.136 0.076 0.105 0.105 0.111 0.079 0.090 0.102 0.104 0.121 0.135 0.148 0.159 -0.077 -0.296 -0.167 -0.275 -0.082 0.087 0.078 0.069 0.110 0.100 0.109 0.120 0.066 0.079 0.077

---

This record from the OMol25 dataset describes a 2-piece molecular cluster, C30H57F6IN3O3 overall. The level of theory is ωB97M-V with the def2-TZVPD basis set.

## Properties
F_max = 1.423 eV/Å
Frontier orbital gap = 8.9 eV
Total energy = -67047.5084 eV
ΔE to the lowest compared entry with this formula, charge and spin = 0.0 kJ/mol

```
! RIJCOSX wB97M-V def2-TZVPD def2/J DEFGRID3
* xyz 1 1
C -4.39 -6.15 -0.20
C -5.04 -4.83 -0.62
C -5.99 -4.26 0.43
C -5.28 -3.56 1.60
C -5.47 -2.05 1.64
C -4.96 -1.37 2.93
C -4.03 -0.18 2.68
C -3.85 0.72 3.90
C -3.04 1.99 3.62
C -1.68 1.73 2.99
C -0.78 2.97 2.90
C 0.70 2.64 2.82
C 1.16 2.08 1.46
C 1.24 0.54 1.40
C 2.26 -0.01 0.39
C 1.65 -0.86 -0.74
C 1.21 -0.01 -1.93
C 0.58 -0.88 -3.01
N 0.06 -0.03 -4.13
C -0.73 -0.89 -5.16
N -1.08 -0.26 -6.36
C -2.05 0.84 -6.31
C 1.12 0.86 -4.74
C 2.09 0.07 -5.62
C 1.70 1.68 -3.57
C 2.62 2.79 -4.04
C 2.94 3.81 -2.91
O 2.00 3.79 -1.86
C 4.36 3.70 -2.34
F 5.23 3.21 -3.22
F 4.40 2.90 -1.27
F 4.81 4.87 -1.96
N 2.22 0.91 -2.45
I 4.08 0.04 -2.72
H -3.53 -5.98 0.46
H -5.10 -6.78 0.34
H -4.03 -6.72 -1.06
H -5.56 -4.97 -1.57
H -4.25 -4.09 -0.78
H -6.66 -3.54 -0.05
H -6.62 -5.07 0.82
H -5.63 -3.97 2.56
H -4.20 -3.78 1.54
H -6.53 -1.83 1.52
H -4.95 -1.60 0.78
H -4.42 -2.12 3.53
H -5.81 -1.04 3.53
H -3.05 -0.56 2.37
H -4.43 0.42 1.85
H -3.36 0.15 4.70
H -4.84 1.00 4.28
H -2.89 2.53 4.57
H -3.62 2.65 2.96
H -1.84 1.35 1.97
H -1.16 0.94 3.55
H -1.06 3.53 2.00
H -0.97 3.61 3.77
H 1.28 3.55 3.04
H 0.95 1.91 3.60
H 2.14 2.48 1.20
H 0.45 2.43 0.70
H 0.25 0.13 1.18
H 1.51 0.18 2.40
H 2.79 0.83 -0.07
H 3.02 -0.61 0.89
H 2.32 -1.66 -1.05
H 0.75 -1.35 -0.37
H 0.41 0.65 -1.54
H 1.28 -1.63 -3.42
H -0.28 -1.41 -2.60
H -0.60 0.60 -3.68
H -1.63 -1.19 -4.61
H -0.12 -1.78 -5.32
H -0.30 -0.08 -6.97
H -2.15 1.26 -5.31
H -1.75 1.64 -6.98
H -3.04 0.49 -6.63
H 0.56 1.56 -5.37
H 3.10 0.44 -5.51
H 1.82 0.17 -6.68
H 2.12 -0.99 -5.39
H 0.84 2.22 -3.13
H 3.53 2.42 -4.52
H 2.07 3.34 -4.81
H 2.89 4.81 -3.33
H 2.13 2.98 -1.35
C 6.29 0.26 3.33
C 4.90 0.61 3.82
O 4.35 -0.44 4.64
C 4.73 -0.44 5.91
O 5.47 0.32 6.45
C 4.01 -1.59 6.66
F 4.05 -2.73 5.95
F 2.73 -1.26 6.85
F 4.58 -1.80 7.84
H 6.28 -0.70 2.81
H 6.65 1.03 2.64
H 6.99 0.19 4.16
H 4.20 0.69 2.99
H 4.90 1.54 4.37
*
```

Results of the Löwdin charge analysis, in e, for atoms 1 through 99: -0.113 -0.279 -0.221 -0.220 -0.221 -0.212 -0.237 -0.219 -0.218 -0.230 -0.211 -0.207 -0.200 -0.189 -0.203 -0.205 -0.405 -0.075 -0.043 -0.153 -0.078 -0.078 -0.241 -0.040 -0.374 -0.087 -0.236 0.002 -0.652 0.121 0.100 0.197 -0.417 1.159 0.066 0.073 0.066 0.099 0.098 0.104 0.107 0.113 0.108 0.111 0.107 0.114 0.112 0.106 0.118 0.119 0.113 0.113 0.118 0.100 0.121 0.113 0.112 0.110 0.107 0.104 0.107 0.102 0.108 0.066 0.112 0.084 0.123 0.164 0.131 0.150 0.169 0.148 0.140 0.103 0.078 0.092 0.088 0.148 0.044 0.087 0.081 0.156 0.095 0.137 0.167 0.071 -0.053 -0.196 0.024 -0.400 0.180 -0.551 0.167 0.164 0.184 0.083 0.083 0.083 0.108

---

This record from the OMol25 dataset describes C30H58CdO17S9Tl as an isolated structure. The level of theory is ωB97M-V with the def2-TZVPD basis set.

## Properties
F_max = 6.285 eV/Å
Frontier orbital gap = 2.3 eV
Total energy = -173602.0691 eV
ΔE to the lowest compared entry with this formula, charge and spin = 1311.3 kJ/mol

```
! RIJCOSX wB97M-V def2-TZVPD def2/J DEFGRID3
* xyz 1 1
Cd 1.13 -1.19 -7.90
Tl -0.64 3.05 7.21
C 1.70 0.24 -0.67
C 1.75 0.68 0.76
C 2.87 0.05 1.65
O 2.89 0.35 2.87
C 3.85 -0.90 1.06
C 3.75 -1.23 -0.23
C 2.68 -0.63 -1.16
O 2.63 -0.76 -2.46
O 4.85 -1.83 -0.60
O 0.94 1.39 1.34
H 0.93 0.64 -1.31
H 4.73 -1.20 1.63
C -3.81 0.81 -12.25
C -4.72 1.84 -12.35
C -4.68 3.00 -11.37
O -5.50 3.99 -11.32
C -3.91 3.01 -10.26
C -2.91 1.89 -10.03
C -2.80 0.76 -11.18
O -1.89 -0.08 -11.03
O -2.17 1.70 -9.06
O -5.63 1.78 -13.26
H -3.97 -0.08 -12.84
H -3.93 3.84 -9.57
C -0.43 7.37 -5.07
S -1.95 8.32 -4.56
O -1.67 9.13 -3.26
C -2.01 9.59 -5.87
H -0.40 7.08 -6.12
H -0.66 6.46 -4.51
H 0.49 7.87 -4.74
H -1.12 10.23 -5.84
H -2.92 10.17 -5.75
H -1.98 9.10 -6.85
C -5.80 -1.25 2.67
S -5.98 -1.43 4.49
O -4.93 -0.48 5.08
C -7.52 -0.52 4.81
H -5.00 -1.93 2.36
H -5.54 -0.23 2.36
H -6.73 -1.43 2.13
H -7.30 0.41 5.33
H -8.12 -1.12 5.49
H -8.16 -0.32 3.94
C 3.42 -3.52 9.21
S 3.02 -2.18 10.41
O 1.64 -1.70 10.04
C 2.73 -3.06 12.05
H 3.15 -4.47 9.66
H 4.48 -3.30 9.05
H 3.06 -3.24 8.22
H 2.41 -4.10 12.03
H 2.04 -2.51 12.68
H 3.68 -3.17 12.57
C 7.16 -7.82 5.11
S 8.90 -7.40 5.51
O 8.99 -6.21 6.45
C 9.49 -8.77 6.54
H 6.71 -7.02 4.52
H 6.64 -8.08 6.03
H 7.15 -8.74 4.52
H 9.87 -9.59 5.94
H 8.66 -9.02 7.20
H 10.37 -8.49 7.11
C 7.50 3.65 6.73
S 6.82 4.00 8.40
O 5.54 3.19 8.57
C 8.11 2.89 9.17
H 7.78 2.61 6.61
H 8.40 4.23 6.52
H 6.71 3.76 5.99
H 8.22 3.04 10.24
H 9.09 2.92 8.69
H 7.73 1.88 9.06
C -8.47 1.62 -6.07
S -8.72 2.14 -4.31
O -9.00 0.84 -3.49
C -6.98 2.74 -3.92
H -8.82 2.43 -6.71
H -9.07 0.71 -6.23
H -7.43 1.45 -6.36
H -6.25 1.94 -3.94
H -6.98 3.24 -2.96
H -6.71 3.48 -4.68
C 1.27 9.78 1.89
S 2.38 8.49 2.48
O 1.47 7.54 3.27
C 2.61 7.62 0.91
H 1.30 10.62 2.58
H 0.25 9.41 1.75
H 1.60 10.14 0.91
H 3.37 7.99 0.22
H 1.73 7.43 0.31
H 2.94 6.60 1.08
C 1.16 -7.40 -1.19
S 0.19 -8.02 0.17
O -1.02 -8.78 -0.48
C 1.41 -9.36 0.69
H 2.17 -7.12 -0.89
H 0.65 -6.54 -1.60
H 1.20 -8.21 -1.93
H 2.31 -9.39 0.07
H 0.81 -10.24 0.47
H 1.69 -9.25 1.74
C -5.49 -4.22 -7.45
S -4.13 -4.64 -6.25
O -2.89 -3.75 -6.40
C -5.13 -3.79 -4.99
H -6.49 -4.59 -7.20
H -5.29 -4.79 -8.36
H -5.41 -3.16 -7.68
H -5.58 -2.86 -5.33
H -4.58 -3.56 -4.08
H -5.94 -4.43 -4.63
*
```

Results of the Löwdin charge analysis, in e, for atoms 1 through 99: 0.070 0.990 0.197 -0.288 -0.245 0.095 0.169 -0.275 -0.263 0.083 0.105 0.121 0.146 0.154 0.178 -0.302 -0.312 0.106 0.179 -0.233 -0.253 0.093 0.098 0.100 0.149 0.145 -0.251 0.838 -0.594 -0.270 0.048 0.026 0.055 0.056 0.048 0.043 -0.260 0.852 -0.613 -0.258 0.042 0.054 0.048 0.051 0.038 0.049 -0.243 0.835 -0.612 -0.240 0.048 0.033 0.052 0.044 0.048 0.037 -0.255 0.805 -0.580 -0.262 0.047 0.046 0.046 0.048 0.049 0.056 -0.285 0.850 -0.598 -0.258 0.049 0.054 0.047 0.044 0.047 0.052 -0.255 0.852 -0.600 -0.259 0.040 0.050 0.041 0.051 0.040 0.041 -0.266 0.844 -0.600 -0.291 0.045 0.063 0.050 0.051 0.059 0.045 -0.305 0.840 -0.588